Entry 1:
{
  "formula": "C3H6N3",
  "method": "wB97M-V/def2-TZVPD",
  "symbols": ["C", "C", "C", "N", "N", "N", "H", "H", "H", "H", "H", "H"],
  "positions_angstrom": [[0.381, 1.215, -0.014], [-0.603, 0.122, 0.055], [1.491, -0.652, -0.053], [1.546, 0.755, 0.070], [0.068, -1.007, 0.056], [-1.898, 0.300, -0.043], [0.318, 2.326, -0.023], [1.969, -0.765, -0.986], [2.051, -1.144, 0.617], [-0.392, -1.854, 0.263], [-2.412, 1.130, -0.281], [-2.520, -0.425, 0.338]],
  "forces_ev_per_a": [[-4.3692, 3.4861, 0.0150], [1.6453, 4.9770, -0.8673], [0.4112, -0.9071, -1.7358], [1.0909, -1.9401, 1.5450], [1.3974, 0.7344, -0.3297], [-2.5673, -1.6644, 0.7957], [-0.9508, -0.9236, -0.2399], [-0.0750, -1.4211, -1.7510], [1.9687, -1.8016, 2.7256], [0.3011, -1.3876, 0.2335], [0.6648, 0.4377, 0.0237], [0.4829, 0.4101, -0.4148]],
  "mulliken_charge": [-0.324, 0.515, -0.503, 0.033, -0.088, -0.391, 0.388, 0.294, 0.386, 0.220, 0.232, 0.238],
  "lumo_energy_ev": [-3.035, -8.491],
  "homo_lumo_gap_ev": [8.62, 6.73],
  "spin_multiplicity": 3,
  "homo_ev": [-11.653, -15.224],
  "total_charge": 1
}

Entry 2:
{
  "formula": "C3H6N3O",
  "method": "wB97M-V/def2-TZVPD",
  "symbols": ["N", "N", "C", "O", "C", "N", "C", "H", "H", "H", "H", "H", "H"],
  "positions_angstrom": [[0.034, -0.434, -1.742], [-0.017, -0.124, -0.355], [0.459, 0.913, 0.244], [0.968, 1.907, -0.387], [0.350, 0.611, 1.694], [-0.289, -0.504, 1.833], [-0.665, -0.960, 0.618], [-0.712, 0.058, -2.248], [-0.205, -1.416, -1.861], [1.418, 1.779, -1.306], [0.573, 1.244, 2.555], [-0.187, -1.937, 0.441], [-1.726, -1.136, 0.513]],
  "forces_ev_per_a": [[-0.3956, 0.8112, 0.3587], [-1.7389, -0.5789, -1.8037], [0.8531, -0.2931, -0.8412], [1.8210, 1.1253, -1.1282], [-1.3920, -0.2332, 0.5493], [0.7578, 2.3423, 2.4552], [1.1771, -3.0245, -1.8219], [0.2719, 0.1941, 0.3575], [0.3852, -0.1100, 0.2834], [-1.4129, -0.2533, 2.0069], [0.4555, -0.1403, -0.5122], [-0.3156, -0.3083, 0.3498], [-0.4665, 0.4687, -0.2536]],
  "mulliken_charge": [-0.878, 0.391, 0.952, -0.479, -0.352, -0.327, -0.462, 0.293, 0.301, 0.429, 0.403, 0.366, 0.363],
  "lumo_energy_ev": -5.142,
  "homo_lumo_gap_ev": 10.50,
  "homo_ev": -15.644,
  "total_charge": 1,
  "smiles": "N[N+]1=C(O)C=NC1"
}

Entry 3:
{
  "formula": "C3H6N3O",
  "method": "wB97M-V/def2-TZVPD",
  "symbols": ["C", "C", "C", "N", "N", "N", "O", "H", "H", "H", "H", "H", "H"],
  "positions_angstrom": [[1.480, 0.492, 0.567], [-2.269, 0.362, 0.023], [0.205, -1.016, -0.567], [1.208, -0.835, 0.449], [-0.351, 0.365, -0.747], [0.524, 1.150, -0.090], [-2.471, -0.564, 0.653], [2.301, 0.818, 1.107], [-2.625, 1.242, -0.510], [0.491, -1.117, -1.625], [-0.667, -1.622, -0.249], [1.947, -1.368, 0.835], [0.228, 2.093, 0.153]],
  "forces_ev_per_a": [[-3.8211, -1.5910, -1.8418], [3.4347, 0.2822, -1.2563], [-2.0842, 1.0535, -1.2093], [1.2294, 2.5300, 0.1400], [-3.0240, -0.6639, 0.7503], [2.0337, 1.2860, 2.0919], [-0.9158, -0.3117, 0.3670], [1.2001, 1.1739, 0.9558], [-0.5510, -0.0649, 0.2916], [0.8377, -1.5618, 0.6492], [0.9394, -0.4197, -0.2500], [0.1379, -1.6709, -0.2274], [0.5831, -0.0417, -0.4611]],
  "mulliken_charge": [-0.081, 0.334, -0.405, -0.095, -0.527, 0.031, -0.226, 0.456, 0.372, 0.288, 0.327, 0.235, 0.291],
  "lumo_energy_ev": -4.097,
  "homo_lumo_gap_ev": 8.27,
  "homo_ev": -12.369,
  "total_charge": 1
}

Entry 4:
{
  "formula": "C3H6N3O",
  "method": "wB97M-V/def2-TZVPD",
  "symbols": ["C", "C", "N", "C", "N", "N", "O", "H", "H", "H", "H", "H", "H"],
  "positions_angstrom": [[-2.511, -0.977, -0.085], [-1.361, -0.186, -0.103], [-0.418, 0.477, -0.128], [0.821, 1.161, -0.158], [1.865, 0.384, 0.405], [2.751, -0.217, -0.408], [3.611, -0.841, 0.143], [-3.180, -0.686, -0.901], [-3.043, -0.860, 0.865], [-2.230, -2.030, -0.209], [1.057, 1.353, -1.214], [0.668, 2.110, 0.372], [1.969, 0.313, 1.422]],
  "forces_ev_per_a": [[-1.4887, -1.0778, 0.0887], [2.6881, 1.9972, -0.0894], [-2.7275, -1.9630, 0.0145], [1.5288, 0.9155, -0.3348], [-0.4130, 0.2699, 1.2162], [0.6576, -0.5246, -0.6081], [-0.6902, 0.4964, -0.0323], [0.0957, -0.0034, 0.0222], [0.1041, 0.0190, -0.0737], [-0.0226, 0.1310, -0.0037], [-0.0451, 0.0299, 0.2703], [0.1038, -0.2225, -0.1574], [0.2090, -0.0675, -0.3125]],
  "mulliken_charge": [-0.912, 0.477, 0.124, -0.334, 0.074, -0.006, -0.381, 0.327, 0.325, 0.318, 0.383, 0.338, 0.266],
  "lumo_energy_ev": -4.198,
  "homo_lumo_gap_ev": 9.31,
  "homo_ev": -13.510,
  "total_charge": 1,
  "smiles": "CC#[N+]CNN=O"
}

Entry 5:
{
  "formula": "C3H6N3O",
  "method": "wB97M-V/def2-TZVPD",
  "symbols": ["O", "C", "N", "C", "N", "C", "N", "H", "H", "H", "H", "H", "H"],
  "positions_angstrom": [[-2.559, -0.320, -0.380], [-1.856, 0.542, -0.015], [-0.559, 0.304, 0.585], [-0.061, -1.044, 0.493], [1.153, -0.854, -0.250], [1.448, 0.398, -0.452], [0.468, 1.124, 0.104], [-2.225, 1.626, -0.158], [-0.567, -1.962, 0.132], [0.340, -1.168, 1.527], [1.760, -1.498, -0.753], [2.356, 0.689, -0.842], [0.300, 2.162, 0.009]],
  "forces_ev_per_a": [[-0.7387, -1.7869, -0.0366], [0.1180, 2.5818, -0.5818], [-2.5976, 0.6907, -1.2330], [2.1179, -1.5398, 2.6321], [2.3326, -0.0884, -2.4932], [-3.5881, -0.1366, 2.3323], [1.2604, 2.3452, -0.9106], [1.2023, -1.0076, 0.6391], [-0.7346, 1.2982, 0.2159], [-0.7030, -1.0671, -0.4313], [-0.6353, -0.6233, 0.5817], [1.5387, 1.1285, -1.0223], [0.4275, -1.7948, 0.3077]],
  "mulliken_charge": [-0.364, 0.131, 0.036, -0.396, -0.088, -0.067, -0.204, 0.318, 0.355, 0.283, 0.246, 0.456, 0.293],
  "lumo_energy_ev": -4.156,
  "homo_lumo_gap_ev": 9.88,
  "homo_ev": -14.035,
  "total_charge": 1,
  "smiles": "O=CN1CNC=[NH+]1"
}

Entry 6:
{
  "formula": "C3H6N3O2",
  "method": "wB97M-V/def2-TZVPD",
  "symbols": ["H", "N", "C", "C", "C", "N", "N", "O", "O", "H", "H", "H", "H", "H"],
  "positions_angstrom": [[1.013, -3.337, -0.043], [1.095, -2.369, 0.043], [-0.004, -1.840, -0.012], [-0.185, -0.353, 0.034], [1.149, 0.574, 0.175], [1.122, 1.757, -0.142], [-1.383, 0.240, 0.062], [-2.389, -0.408, -0.036], [-1.467, 1.681, 0.209], [-0.980, -2.451, -0.205], [2.153, -0.031, 0.274], [0.203, 2.141, -0.240], [1.982, 2.285, -0.207], [-2.308, 2.109, 0.089]],
  "forces_ev_per_a": [[0.1517, -2.0574, -0.1251], [2.8380, 1.2843, 0.4538], [-5.0635, 0.3536, -0.9309], [3.6049, 3.3772, 1.3021], [-1.0220, -7.9719, -0.4722], [0.8895, 3.0565, -0.1579], [-0.7696, -1.1133, -0.3350], [-0.6099, 0.8958, 0.0738], [2.9687, -1.2246, 0.3076], [1.4852, 1.3454, 0.4994], [-2.1602, 1.2521, 0.0986], [-0.5700, 1.1437, -0.3554], [-0.0954, 0.4200, -0.0059], [-1.6474, -0.7614, -0.3531]],
  "mulliken_charge": [0.289, -0.483, -0.273, 0.170, 0.060, -0.087, 0.806, -0.561, -0.544, 0.332, 0.403, 0.237, 0.272, 0.379],
  "lumo_energy_ev": -5.437,
  "homo_lumo_gap_ev": 8.62,
  "homo_ev": -14.057,
  "total_charge": 1,
  "smiles": "[H]/N=C/C(=C/N)[N+](=O)O"
}

Entry 7:
{
  "formula": "C3H6N3O2",
  "method": "wB97M-V/def2-TZVPD",
  "symbols": ["C", "C", "C", "N", "N", "N", "O", "O", "H", "H", "H", "H", "H", "H"],
  "positions_angstrom": [[0.780, 0.434, 1.478], [0.121, 0.522, -0.718], [-0.611, -0.658, 0.070], [1.026, 1.040, 0.335], [-0.072, -0.503, 1.423], [1.420, 1.236, 3.668], [2.049, 2.163, 3.451], [0.965, 0.470, 4.363], [0.746, 0.071, -1.448], [-0.682, 1.211, -0.871], [-1.625, -0.339, 0.111], [-0.239, -1.584, -0.300], [1.737, 1.699, 0.265], [-0.256, -1.334, 2.046]],
  "forces_ev_per_a": [[2.7297, 2.0733, 2.6541], [-0.0498, -1.2971, 2.2530], [1.6896, 1.9973, -0.3737], [-1.8629, -1.4447, 0.9647], [-2.1092, -3.2017, 0.4191], [-0.0869, -0.5393, -3.7792], [0.3568, 0.6921, 0.6803], [-0.5193, -0.7083, 1.6469], [-0.1345, 0.3954, -1.5036], [0.2659, 0.7465, -1.3152], [-1.0835, -1.1033, -0.3583], [-0.8918, -0.9749, -0.5236], [1.0541, 1.3617, -0.4596], [0.6417, 2.0030, -0.3049]],
  "mulliken_charge": [-0.117, -0.441, -0.490, -0.031, -0.068, 0.946, -0.280, -0.283, 0.344, 0.303, 0.302, 0.355, 0.170, 0.290],
  "lumo_energy_ev": [-6.030, -5.707],
  "homo_lumo_gap_ev": [8.03, 8.58],
  "homo_ev": [-14.063, -14.288],
  "total_charge": 1
}

Entry 8:
{
  "formula": "C3H6N3O2S",
  "method": "wB97M-V/def2-TZVPD",
  "symbols": ["C", "C", "C", "N", "N", "N", "O", "O", "S", "H", "H", "H", "H", "H", "H"],
  "positions_angstrom": [[-1.855, 1.721, -1.017], [0.768, -0.709, 0.270], [-2.231, 2.944, -1.006], [0.056, -0.195, -0.740], [1.734, -1.585, 0.222], [2.289, -2.266, 1.248], [-2.185, -0.374, 0.626], [0.220, -0.264, 1.331], [-1.196, 0.545, 0.262], [-2.280, 3.699, -0.258], [-2.559, 2.887, -2.094], [0.101, -0.352, -1.663], [2.065, -1.794, -0.706], [1.710, -2.175, 2.161], [3.364, -2.082, 1.364]],
  "forces_ev_per_a": [[0.6604, -0.0033, 1.1743], [-0.1956, 0.0009, 1.3033], [-0.0513, -1.8599, -1.7215], [-1.2383, 1.6473, 2.9150], [-0.3895, 1.2962, -1.9059], [1.8007, -0.6673, 3.4847], [-1.7493, -1.0393, 0.3117], [0.4630, -0.0217, 1.3435], [2.3559, -0.0855, -1.2929], [-0.1152, 0.7604, 0.0154], [-0.2568, 1.2214, 0.7187], [0.0047, -0.6505, -4.0324], [0.1336, -0.5191, -0.0602], [1.5572, -0.0336, -2.2003], [-2.9795, -0.0462, -0.0534]],
  "mulliken_charge": [-0.009, 0.657, -0.362, -0.196, 0.123, -0.669, -0.419, -0.521, 0.802, 0.354, 0.276, 0.159, 0.210, 0.312, 0.282],
  "lumo_energy_ev": -5.963,
  "homo_lumo_gap_ev": 7.45,
  "homo_ev": -13.409,
  "total_charge": 1
}

Entry 9:
{
  "formula": "C3H6N3P",
  "method": "wB97M-V/def2-TZVPD",
  "symbols": ["N", "P", "N", "C", "C", "C", "N", "H", "H", "H", "H", "H", "H"],
  "positions_angstrom": [[2.508, -0.574, 0.676], [1.695, 0.273, -0.295], [0.061, 0.172, -0.029], [-0.921, 0.871, 0.457], [-2.108, 0.191, 0.217], [-1.618, -1.152, -0.202], [-0.319, -1.035, -0.377], [3.521, -0.533, 0.649], [1.569, -0.103, -1.650], [1.657, 1.663, -0.349], [-0.711, 1.755, 1.003], [-3.088, 0.400, 0.551], [-2.246, -1.928, -0.649]],
  "forces_ev_per_a": [[0.7200, 0.1611, 0.3901], [0.3893, 0.2418, -0.7962], [0.9115, -1.9619, 0.4606], [-3.2540, 1.5977, 0.4652], [2.1060, -2.3123, 0.7766], [-0.7478, 3.4322, -0.6959], [-0.9802, -3.1770, -1.4286], [-0.2143, -0.1032, 0.0832], [0.5097, 0.2382, 0.0170], [0.6666, 0.5944, -0.0154], [-0.1391, 0.8970, 0.0095], [-0.6532, 0.4697, 0.1581], [0.6857, -0.0777, 0.5758]],
  "mulliken_charge": [-0.588, 0.201, 0.668, -0.203, -0.596, -0.174, -0.838, 0.238, 0.102, 0.070, 0.397, 0.372, 0.350],
  "lumo_energy_ev": 0.953,
  "homo_lumo_gap_ev": 10.32,
  "homo_ev": -9.364,
  "total_charge": 0,
  "smiles": "N=[PH2]n1cccn1"
}